A structure of composition C30H62Br2I2O26S2 at a distorted geometry. Source: OMol25; level of theory: wB97M-V/def2-TZVPD.

Structure (XYZ):
```
124
Properties=species:S:1:pos:R:3:forces:R:3:mulliken_charge:R:1
C -0.268 1.744 3.837 0.317 0.320 -0.758 -1.62
C -0.727 0.756 2.814 -0.226 0.078 0.783 0.65
Br 0.668 0.221 1.617 -0.261 0.102 0.094 0.15
C -1.949 0.247 2.672 0.605 -0.353 -0.645 -0.77
Br -3.336 0.762 3.897 0.368 0.011 -0.395 -0.06
C -2.256 -0.706 1.550 -0.576 0.905 0.575 1.29
C -2.375 -2.065 1.798 -0.051 0.219 -0.421 -1.32
C -2.618 -2.942 0.745 -0.102 -0.186 0.327 1.48
C -2.733 -4.392 1.075 -0.104 -0.652 -0.075 -1.44
I -4.617 -5.336 0.757 0.182 0.494 0.182 0.10
C -1.706 -5.100 1.552 -0.026 0.095 0.068 0.24
C -0.330 -4.525 1.806 0.045 -0.361 0.084 -0.76
I -1.858 -7.160 2.012 -0.001 0.352 -0.100 0.12
C -2.738 -2.467 -0.565 -0.520 -0.221 -0.374 0.60
C -2.943 -3.469 -1.687 0.889 -0.235 -0.323 -1.43
C -1.692 -4.360 -1.861 -0.003 0.821 0.383 -0.82
O -0.542 -3.540 -1.490 -0.118 -0.509 -0.282 0.01
C 0.633 -3.982 -1.949 0.835 0.157 0.075 -0.15
O 1.673 -3.689 -1.436 -0.123 0.192 0.079 -0.47
C -2.634 -1.094 -0.809 0.014 0.011 0.252 0.17
C -2.398 -0.203 0.256 -0.117 -0.087 -0.371 0.62
C -2.301 1.259 -0.084 0.089 0.257 -0.490 -0.69
O -2.660 2.177 0.626 -0.045 -0.389 0.485 -0.34
C -1.762 1.607 -1.441 0.017 -0.192 0.717 1.04
C -1.094 2.815 -1.620 -0.268 -0.345 -0.384 -0.77
C -0.640 3.112 -2.903 0.466 -0.134 0.614 -0.17
S 0.197 4.658 -3.172 -0.372 0.553 -0.117 -0.14
C 1.955 4.238 -3.378 -0.443 -1.203 -0.073 -0.37
C 2.483 3.864 -2.024 0.201 0.763 -0.095 0.14
O 2.928 4.683 -1.270 0.063 -0.168 0.334 -0.59
O 2.365 2.551 -1.664 -0.013 -0.056 -0.051 0.31
C 3.508 1.769 -2.044 0.140 0.198 -0.197 -1.28
C 3.576 0.585 -1.112 -0.075 -0.300 0.315 1.06
C 2.411 -0.369 -1.348 -0.197 0.564 -0.098 -1.19
O 4.865 -0.041 -1.367 -0.250 0.095 0.107 -0.40
C 4.897 -1.345 -0.949 0.135 -0.835 0.057 0.23
O 4.950 -2.247 -1.725 0.254 0.273 -0.139 -0.51
C 4.908 -1.575 0.559 0.120 -0.285 0.088 -0.33
S 4.258 -3.207 1.010 -0.595 -0.232 0.267 -0.27
C -0.845 2.203 -3.938 0.227 0.398 -0.600 -0.58
C -1.521 1.015 -3.752 -0.095 -0.051 0.124 -1.55
C -1.983 0.718 -2.477 0.264 -0.048 0.204 1.27
C -2.756 -0.519 -2.185 -0.068 0.269 -0.402 -0.39
O -3.450 -0.975 -3.073 0.082 -0.335 0.137 -0.59
H -1.015 1.959 4.592 0.037 -0.219 0.112 0.44
H -0.060 2.680 3.305 0.046 0.022 0.141 0.29
H 0.686 1.421 4.252 -0.123 -0.010 0.258 0.36
H -2.271 -2.439 2.807 -0.075 -0.115 -0.016 0.61
H -0.331 -3.855 2.663 -0.097 0.077 -0.113 -0.01
H 0.080 -4.022 0.929 -0.110 0.061 -0.017 -0.20
H 0.330 -5.344 2.086 0.165 0.138 -0.126 0.57
H -3.809 -4.096 -1.494 -0.005 -0.014 0.016 0.30
H -3.110 -2.999 -2.645 -0.215 0.254 0.173 0.44
H -1.549 -4.637 -2.906 -0.298 -0.358 0.044 0.93
H -1.701 -5.213 -1.186 -0.016 -0.183 -0.215 0.32
H 0.632 -4.604 -2.861 -0.505 -0.079 0.062 0.40
H -0.954 3.469 -0.771 0.069 0.127 -0.100 0.67
H 2.020 3.395 -4.068 0.099 0.096 -0.074 0.24
H 2.437 5.107 -3.812 -0.003 0.076 0.138 0.46
H 3.401 1.420 -3.076 0.013 0.002 0.016 0.16
H 4.406 2.389 -1.972 0.074 -0.146 0.098 0.53
H 3.580 0.920 -0.069 -0.116 0.242 -0.092 -0.02
H 2.218 -1.011 -0.489 0.089 -0.254 -0.181 0.10
H 1.517 0.241 -1.506 -0.016 -0.043 0.128 0.38
H 2.560 -0.953 -2.256 0.117 -0.152 0.114 0.43
H 4.291 -0.853 1.093 0.109 0.116 -0.058 0.26
H 5.925 -1.496 0.945 0.021 0.273 -0.119 0.67
H 5.351 -3.954 1.241 0.237 0.441 -0.272 0.19
H -0.481 2.474 -4.923 -0.044 -0.097 -0.026 0.69
H -1.685 0.330 -4.573 -0.031 0.022 -0.004 0.49
O -1.457 -10.419 2.785 0.066 0.104 -0.044 -0.63
H -0.799 -9.754 3.015 0.036 -0.070 0.085 0.29
H -1.046 -10.925 2.077 -0.047 -0.022 -0.010 0.32
O -5.873 -0.851 2.472 0.028 -0.155 -0.048 -0.52
H -6.654 -0.289 2.520 0.058 0.108 -0.138 0.31
H -5.177 -0.307 2.860 -0.163 -0.144 -0.071 0.04
O 0.078 -4.204 4.796 0.245 -0.088 0.298 -0.50
H 0.703 -4.864 5.120 -0.005 0.086 -0.046 0.26
H -0.308 -3.821 5.591 -0.197 0.056 -0.132 0.24
O 2.624 6.262 -5.933 0.036 0.099 0.159 -0.64
H 1.906 6.901 -5.867 -0.054 -0.058 -0.054 0.32
H 3.412 6.774 -5.723 0.030 -0.018 -0.074 0.31
O 5.204 -2.615 4.313 0.953 0.038 -0.648 -0.72
H 5.202 -3.546 4.557 0.142 0.026 0.115 0.32
H 5.023 -2.614 3.364 0.179 -0.059 -0.099 0.33
O -0.770 2.769 -7.366 0.042 -0.053 -0.099 -0.59
H -0.327 2.734 -8.223 0.046 0.011 0.024 0.32
H -1.688 2.961 -7.582 -0.018 -0.015 0.067 0.28
O -1.489 -2.517 -4.959 0.037 0.011 0.105 -0.70
H -0.857 -3.092 -4.518 0.067 0.034 -0.047 0.32
H -1.991 -2.107 -4.244 -0.129 0.041 -0.122 0.43
O -6.848 1.947 1.949 -0.327 -0.180 0.073 -0.56
H -6.336 1.998 1.136 0.106 0.050 0.069 0.28
H -7.753 2.122 1.672 0.010 0.057 0.003 0.28
O 3.959 5.643 1.395 0.088 -0.055 0.165 -0.67
H 4.762 5.282 1.004 -0.019 -0.070 0.022 0.33
H 3.254 5.276 0.848 0.122 0.232 -0.333 0.40
O 1.277 4.643 2.444 -0.071 -0.018 -0.036 -0.59
H 1.923 5.273 2.783 0.037 -0.042 -0.008 0.30
H 1.773 4.114 1.812 -0.020 -0.079 0.068 0.27
O -4.497 3.823 2.079 -0.067 0.199 -0.099 -0.60
H -3.884 4.475 2.433 0.022 -0.031 0.010 0.28
H -3.954 3.262 1.511 0.171 -0.124 0.302 0.31
O -2.207 -2.208 5.067 0.251 0.074 0.128 -0.65
H -2.298 -1.967 5.995 -0.154 -0.031 -0.012 0.30
H -2.138 -1.354 4.618 -0.021 -0.118 0.174 0.29
O 7.252 1.279 0.670 -0.101 -0.125 -0.019 -0.65
H 8.029 0.801 0.364 0.041 0.060 0.012 0.31
H 6.542 0.975 0.093 -0.012 0.040 -0.114 0.33
O -7.181 0.610 5.464 0.040 0.100 -0.104 -0.63
H -6.788 1.080 4.719 -0.020 0.033 0.010 0.30
H -8.078 0.421 5.174 -0.004 -0.049 0.045 0.31
O 1.115 0.819 -8.727 -0.056 0.005 0.157 -0.63
H 1.297 -0.113 -8.880 0.013 0.018 -0.080 0.31
H 0.687 0.840 -7.862 -0.028 0.005 -0.016 0.31
O 6.306 7.732 2.147 -0.035 -0.063 -0.031 -0.64
H 6.174 7.716 3.099 0.023 0.003 0.003 0.31
H 5.515 7.310 1.793 -0.108 0.052 0.023 0.33
O 3.031 -2.902 5.300 -1.428 -0.128 0.624 -0.58
H 3.334 -2.969 4.396 0.085 0.261 -0.090 0.34
H 2.090 -2.699 5.226 -0.008 -0.216 0.070 0.30
O -4.701 4.836 -0.837 -0.036 0.020 -0.176 -0.66
H -4.141 4.220 -0.356 0.035 0.030 0.023 0.35
H -5.246 5.231 -0.148 0.030 -0.067 0.068 0.32
```
Positions in Å, forces in eV/Å.

total charge: 0
HOMO-LUMO gap: 7.474 eV